# 1
15
Properties=species:S:1:pos:R:3 method="wB97M-V/def2-TZVPD" orbital_gap_ev=9.8 fmax_ev_per_a=6.416 lumo_energy_ev=0.940 total_charge=0 smiles=C1CO[C@@H]2C[C@@H]2O1 e_homo_ev=-8.857 relative_energy_kcal_mol=116.25 e_tot_ha=-345.619700
C 1.383 -0.317 0.291
C 0.695 0.663 1.180
C -1.188 0.643 -0.225
C -1.368 -0.826 -0.542
C -0.269 -0.105 -1.234
H 2.469 -0.024 0.293
H 1.206 -1.459 0.778
H 0.938 1.818 1.286
H 0.945 0.036 2.267
H -1.689 1.470 -0.734
H -2.212 -1.140 -1.274
H -0.862 -1.442 0.293
H -0.403 0.350 -2.273
O -0.795 0.583 1.020
O 1.150 -0.250 -1.126

=====

# 2
21
Properties=species:S:1:pos:R:3 method="wB97M-V/def2-TZVPD" orbital_gap_ev=8.9 fmax_ev_per_a=3.506 lumo_energy_ev=0.364 total_charge=0 smiles=Cc1ccccc1C#N.OP e_homo_ev=-8.565 relative_energy_kcal_mol=12.46 e_tot_ha=-782.142763
C -3.476 1.282 -0.548
C -3.852 0.441 0.538
C -2.119 1.339 -0.824
C -2.931 -0.373 1.188
C -1.199 0.526 -0.186
C -1.604 -0.386 0.779
C 0.237 0.825 -0.449
C -0.583 -1.275 1.396
N 1.334 0.990 -0.724
O 4.712 0.984 0.367
P 4.383 -0.182 -0.668
H -4.249 1.865 -0.964
H -4.987 0.433 0.678
H -1.864 2.023 -1.650
H -3.195 -1.044 2.009
H 4.311 1.796 0.201
H -0.170 -1.854 0.491
H 0.329 -0.670 1.828
H -1.043 -1.844 2.173
H 5.765 -0.464 -1.057
H 4.292 -1.284 0.137

=====

# 3
90
Properties=species:S:1:pos:R:3 method="wB97M-V/def2-TZVPD" orbital_gap_ev="7.3 / 7.9" fmax_ev_per_a=2.226 multiplicity=2 lumo_energy_ev="-3.035 / -3.018" s2=0.753 total_charge=+1 e_homo_ev="-10.314 / -10.954" relative_energy_kcal_mol=19.18 e_tot_ha=-5166.778241
Ti -0.221 0.328 -0.118
C 3.613 -1.392 1.143
C 2.306 -1.850 1.796
C 2.505 -1.861 3.314
C 2.006 -3.275 1.333
O 1.214 -0.979 1.434
Ge 0.473 0.275 2.659
O 0.765 1.666 1.204
C 1.113 3.025 1.488
C 2.047 3.550 0.395
C 1.871 3.102 2.816
C -0.174 3.866 1.578
O -1.220 0.082 1.667
C -2.522 0.129 2.282
C -2.434 0.824 3.643
C -3.470 0.920 1.384
C -3.034 -1.299 2.482
H 4.433 -2.009 1.510
H 3.831 -0.353 1.407
H 3.564 -1.501 0.059
H 3.239 -2.616 3.588
H 1.565 -2.088 3.823
H 2.861 -0.888 3.661
H 2.864 -3.908 1.559
H 1.836 -3.298 0.258
H 1.134 -3.682 1.850
H 2.985 2.994 0.404
H 2.272 4.601 0.575
H 1.611 3.453 -0.599
H 2.714 2.407 2.808
H 1.216 2.843 3.649
H 2.249 4.112 2.972
H -0.954 3.400 0.979
H -0.017 4.884 1.219
H -0.527 3.920 2.609
H -1.956 1.801 3.537
H -1.854 0.220 4.343
H -3.431 0.966 4.056
H -3.047 1.903 1.167
H -4.433 1.053 1.877
H -3.642 0.396 0.446
H -2.259 -1.900 2.961
H -3.289 -1.761 1.529
H -3.920 -1.297 3.117
S -3.800 -1.301 -2.328
C -3.128 -2.630 -1.420
C -3.613 -3.923 -1.309
C -2.925 -4.809 -0.498
C -1.780 -4.400 0.188
C -1.298 -3.111 0.070
C -1.971 -2.211 -0.754
N -1.621 -0.886 -0.972
C -2.518 -0.278 -1.751
C -2.419 1.123 -1.987
C -3.300 1.834 -2.828
C -3.087 3.168 -3.079
C -2.011 3.828 -2.493
C -1.156 3.143 -1.625
C -1.377 1.811 -1.339
H -4.515 -4.222 -1.826
H -3.289 -5.821 -0.388
H -1.268 -5.105 0.829
H -0.431 -2.762 0.614
H -4.131 1.300 -3.280
H -3.750 3.705 -3.744
H -1.822 4.873 -2.704
H -0.331 3.692 -1.194
N -0.196 -2.101 -3.952
C 1.243 -2.374 -3.995
C 1.882 -2.098 -2.621
O 3.057 -1.941 -2.444
O 0.997 -2.083 -1.615
H -0.401 -1.155 -4.243
H 0.123 -2.237 -2.047
H -0.729 -2.738 -4.527
H 1.790 -1.813 -4.752
H 1.395 -3.435 -4.198
N 4.546 1.827 -3.690
C 3.436 1.455 -3.017
C 3.496 1.041 -1.679
C 2.345 0.704 -1.024
N 1.110 0.744 -1.574
C 1.055 1.152 -2.859
C 2.155 1.509 -3.592
H 5.443 1.615 -3.290
H 4.498 1.982 -4.681
H 4.447 0.964 -1.171
H 2.381 0.372 0.000
H 0.071 1.205 -3.305
H 2.027 1.842 -4.614

=====

# 4
21
Properties=species:S:1:pos:R:3 method="wB97M-V/def2-TZVPD" orbital_gap_ev=8.3 fmax_ev_per_a=2.611 lumo_energy_ev=-1.125 total_charge=0 smiles="C#CC1=CC(=O)C(CC)=C(S)C1=O" e_homo_ev=-9.458 relative_energy_kcal_mol=120.39 e_tot_ha=-934.340348
C 4.653 0.589 0.963
C 3.655 0.705 0.257
C 2.173 0.614 -0.195
C 1.755 -0.524 -0.878
C 0.205 -0.531 -1.248
O -0.209 -0.907 -2.332
C -0.741 0.043 -0.096
C -2.119 -0.608 0.323
C -2.618 -1.797 -0.621
C -0.320 1.193 0.581
S -1.270 2.037 1.889
C 1.104 1.755 0.130
O 1.343 2.941 0.006
H 5.559 0.483 1.609
H 2.446 -1.370 -1.149
H -1.946 -1.077 1.353
H -2.902 0.196 0.489
H -1.791 -2.390 -1.101
H -3.190 -2.517 0.057
H -3.345 -1.351 -1.362
H -2.441 2.515 1.325

=====

# 5
229
Properties=species:S:1:pos:R:3 method="wB97M-V/def2-TZVPD" orbital_gap_ev=4.3 fmax_ev_per_a=4.425 lumo_energy_ev=-4.720 total_charge=+1 e_homo_ev=-9.015 e_tot_ha=-8402.066523
Zn -13.691 -8.121 7.247
O -10.440 -9.284 4.135
C -10.001 -9.464 5.250
O -8.734 -9.577 5.552
B -8.613 -9.771 7.018
O -9.985 -9.660 7.569
C -10.822 -9.495 6.554
O -11.973 -9.148 6.631
O -7.720 -8.737 7.584
C -6.886 -9.303 8.477
O -6.134 -8.757 9.249
C -7.105 -10.828 8.312
O -8.020 -11.009 7.358
O -6.433 -11.693 8.805
N -4.997 -6.064 8.421
C -3.929 -6.310 7.572
C -3.634 -5.129 6.903
C -4.508 -4.173 7.360
C -5.342 -4.734 8.311
H -5.522 -6.769 8.917
H -3.566 -7.315 7.426
H -2.969 -5.049 6.057
H -4.502 -3.141 7.041
H -6.215 -4.313 8.785
O -10.196 -8.330 -2.441
P -9.568 -9.497 -1.768
N -7.925 -9.692 -2.205
C -7.394 -8.892 -3.312
C -6.959 -10.443 -1.425
N -10.387 -10.950 -2.103
C -11.362 -10.997 -3.210
C -9.779 -12.271 -1.862
N -9.588 -9.427 -0.065
C -8.620 -8.696 0.723
C -10.898 -9.456 0.593
H -7.520 -7.811 -3.230
H -7.884 -9.160 -4.250
H -6.323 -9.047 -3.436
H -7.513 -11.172 -0.830
H -6.312 -9.885 -0.746
H -6.333 -11.104 -2.029
H -11.703 -9.973 -3.375
H -10.930 -11.276 -4.172
H -12.286 -11.520 -2.967
H -8.849 -12.398 -2.423
H -9.570 -12.401 -0.800
H -10.428 -13.047 -2.264
H -8.466 -9.227 1.666
H -7.590 -8.746 0.371
H -8.834 -7.644 0.926
H -11.222 -8.426 0.771
H -10.906 -9.941 1.572
H -11.590 -10.013 -0.037
O -12.325 -14.542 4.085
P -10.859 -14.644 4.114
N -10.265 -16.240 4.073
C -11.146 -17.325 4.519
C -8.872 -16.578 3.722
N -10.061 -13.995 5.455
C -8.596 -14.045 5.667
C -10.750 -13.127 6.408
N -10.084 -13.852 2.796
C -10.351 -14.373 1.454
C -9.964 -12.378 2.837
H -12.153 -17.040 4.213
H -11.090 -17.465 5.600
H -10.930 -18.278 4.036
H -8.320 -15.767 3.250
H -8.863 -17.484 3.116
H -8.325 -16.758 4.651
H -8.107 -13.837 4.715
H -8.263 -13.386 6.467
H -8.327 -15.032 6.044
H -10.106 -12.313 6.740
H -11.644 -12.725 5.927
H -11.050 -13.754 7.250
H -11.249 -13.900 1.049
H -9.510 -14.138 0.799
H -10.441 -15.457 1.502
H -9.594 -12.040 3.803
H -10.941 -11.964 2.575
H -9.289 -12.123 2.019
O -2.671 -11.428 5.098
P -1.650 -10.720 5.933
N -1.485 -9.111 5.407
C -2.450 -8.440 4.534
C -0.601 -8.210 6.097
N -0.099 -11.399 5.954
C 0.726 -11.349 4.740
C 0.259 -12.477 6.915
N -2.146 -10.615 7.531
C -1.295 -10.228 8.672
C -3.556 -10.698 7.878
H -1.959 -7.624 4.006
H -3.372 -8.158 5.050
H -2.844 -9.136 3.791
H -0.994 -7.793 7.029
H -0.375 -7.417 5.383
H 0.320 -8.713 6.397
H 1.737 -11.704 4.934
H 0.302 -11.963 3.942
H 0.818 -10.325 4.376
H -0.240 -13.417 6.674
H 1.342 -12.593 6.913
H -0.043 -12.172 7.915
H -1.499 -10.908 9.501
H -0.216 -10.206 8.520
H -1.509 -9.226 9.057
H -3.623 -11.303 8.782
H -4.040 -11.251 7.071
H -4.023 -9.711 7.881
O -5.990 -17.433 8.607
P -6.208 -16.556 9.780
N -7.521 -15.541 9.601
C -7.875 -14.390 10.387
C -8.623 -15.986 8.712
N -4.903 -15.600 10.291
C -4.467 -14.336 9.653
C -3.789 -16.176 11.105
N -6.609 -17.481 11.128
C -7.010 -18.887 11.107
C -6.712 -16.936 12.481
H -8.293 -13.630 9.722
H -7.052 -13.892 10.896
H -8.638 -14.711 11.103
H -9.177 -16.736 9.282
H -8.224 -16.477 7.826
H -9.250 -15.123 8.495
H -5.372 -13.820 9.326
H -4.066 -13.646 10.395
H -3.906 -14.495 8.731
H -3.741 -15.655 12.064
H -3.786 -17.254 11.251
H -2.843 -15.921 10.625
H -7.333 -19.087 10.086
H -6.197 -19.560 11.392
H -7.783 -19.007 11.867
H -6.319 -17.631 13.232
H -7.748 -16.914 12.829
H -6.064 -16.067 12.573
O -14.662 -8.877 5.617
P -15.451 -9.783 4.728
N -15.902 -9.009 3.295
C -14.960 -8.043 2.717
C -16.887 -9.520 2.331
N -16.904 -10.403 5.374
C -18.008 -9.434 5.510
C -16.850 -11.427 6.415
N -14.650 -11.181 4.201
C -13.235 -11.092 3.861
C -15.385 -12.186 3.452
H -15.335 -7.488 1.859
H -14.047 -8.556 2.400
H -14.548 -7.330 3.432
H -16.448 -10.121 1.536
H -17.516 -8.765 1.851
H -17.698 -10.007 2.874
H -17.868 -8.655 6.262
H -18.265 -9.080 4.514
H -18.906 -9.948 5.858
H -17.767 -12.015 6.381
H -15.973 -12.059 6.285
H -16.791 -10.923 7.383
H -12.714 -12.020 4.103
H -13.111 -10.879 2.796
H -12.709 -10.293 4.384
H -15.004 -13.158 3.767
H -15.217 -12.059 2.380
H -16.444 -12.035 3.649
C -3.806 -10.258 11.582
C -4.886 -11.209 12.106
O -4.284 -12.095 13.023
C -4.995 -13.113 13.513
O -6.111 -13.435 13.205
O -4.252 -13.712 14.430
C -4.685 -14.868 15.111
H -4.173 -9.515 10.876
H -3.092 -10.845 11.004
H -3.321 -9.799 12.444
H -5.356 -11.699 11.250
H -5.705 -10.723 12.642
H -3.900 -15.054 15.844
H -4.698 -15.807 14.557
H -5.641 -14.640 15.581
C -11.481 -5.317 2.036
C -10.873 -6.191 3.152
O -11.900 -6.784 3.961
C -12.535 -6.147 4.936
O -13.112 -6.778 5.826
O -12.432 -4.822 4.803
C -13.027 -3.929 5.742
H -12.433 -4.828 2.245
H -11.625 -5.910 1.135
H -10.857 -4.442 1.853
H -10.118 -5.693 3.759
H -10.440 -7.079 2.695
H -14.109 -4.032 5.656
H -12.620 -2.931 5.614
H -12.786 -4.275 6.749
C -5.903 -5.244 4.131
C -5.938 -6.749 4.391
O -5.796 -7.470 3.182
C -5.804 -8.816 3.079
O -5.826 -9.396 2.021
O -5.941 -9.403 4.269
C -6.180 -10.853 4.274
H -6.870 -4.970 3.706
H -5.100 -4.817 3.530
H -5.807 -4.700 5.072
H -6.929 -7.038 4.750
H -5.175 -7.091 5.091
H -5.298 -11.314 3.832
H -6.994 -11.128 3.601
H -6.482 -11.149 5.274
C -8.604 -5.614 6.593
C -9.253 -5.856 7.940
O -10.624 -6.150 7.746
C -11.407 -6.617 8.740
O -12.535 -7.028 8.529
O -10.755 -6.595 9.873
C -11.435 -7.058 11.074
H -7.517 -5.608 6.630
H -9.063 -4.738 6.130
H -8.936 -6.373 5.878
H -9.163 -4.932 8.514
H -8.778 -6.711 8.420
H -11.383 -8.145 11.023
H -12.451 -6.675 10.996
H -10.976 -6.748 12.008

=====

# 6
24
Properties=species:S:1:pos:R:3 method="wB97M-V/def2-TZVPD" orbital_gap_ev="6.8 / 6.9" fmax_ev_per_a=5.077 lumo_energy_ev="-4.804 / -4.447" total_charge=+1 e_homo_ev="-11.587 / -11.381" relative_energy_kcal_mol=117.42 e_tot_ha=-568.159814
C -1.621 -1.793 3.274
C -0.574 -0.867 3.345
C -2.067 -2.182 2.036
C -0.123 -0.293 2.223
C -0.671 -0.700 0.965
C 0.087 -0.547 -1.309
C 0.379 0.052 -2.496
C 1.343 0.881 0.945
C 0.959 1.968 -3.931
N -1.589 -1.683 0.889
N 0.986 0.520 2.128
N -0.187 -0.010 -0.119
N 0.588 1.328 -2.631
H -2.330 -2.083 4.077
H -0.318 -0.390 4.386
H -2.610 -3.093 2.009
H 0.094 -1.658 -1.253
H 0.544 -0.482 -3.402
H 1.670 1.768 0.578
H 0.310 2.744 -4.333
H 2.033 2.380 -3.749
H 0.867 1.228 -4.711
H 1.312 0.896 3.015
H 0.918 2.016 -1.934

=====

# 7
15
Properties=species:S:1:pos:R:3 method="wB97M-V/def2-TZVPD" orbital_gap_ev=9.9 fmax_ev_per_a=1.589 lumo_energy_ev=0.845 total_charge=0 smiles=NCN.CS e_homo_ev=-9.104 relative_energy_kcal_mol=15.63 e_tot_ha=-589.861909
C -0.611 -3.335 2.498
S 1.181 -3.452 2.202
H -1.174 -4.094 1.965
H -0.979 -2.404 2.062
H -0.813 -3.305 3.566
H 1.434 -2.479 3.072
N 0.556 3.250 -1.643
C -0.365 3.466 -2.803
N -1.759 3.660 -2.489
H 0.361 2.323 -1.272
H 1.457 3.128 -2.094
H -0.251 2.639 -3.502
H -0.022 4.383 -3.274
H -1.908 4.602 -2.187
H -2.168 2.875 -2.015

=====

# 8
59
Properties=species:S:1:pos:R:3 method="wB97M-V/def2-TZVPD" orbital_gap_ev=9.7 fmax_ev_per_a=0.402 lumo_energy_ev=-2.896 total_charge=+1 e_homo_ev=-12.625 e_tot_ha=-1001.852787
C 5.651 2.286 1.575
C 4.771 1.472 0.614
C 4.390 0.094 1.153
C 3.296 0.068 2.232
C 2.057 0.914 1.940
C 1.220 0.376 0.763
C -0.016 -0.448 1.181
C -1.361 0.286 1.050
C -1.712 1.164 2.258
C -0.988 2.516 2.288
C -1.718 3.671 1.568
C -0.782 4.790 1.396
N -0.031 5.640 1.240
C -2.361 3.320 0.213
C -1.404 2.962 -0.835
N -0.655 2.682 -1.654
H 6.366 2.898 1.024
H 5.066 2.953 2.210
H 6.231 1.623 2.221
H 5.297 1.341 -0.335
H 3.876 2.052 0.373
H 5.284 -0.360 1.592
H 4.101 -0.563 0.326
H 2.968 -0.973 2.347
H 3.709 0.360 3.201
H 1.440 0.929 2.846
H 2.335 1.955 1.757
H 1.863 -0.245 0.134
H 0.894 1.208 0.131
H -0.062 -1.334 0.537
H 0.118 -0.828 2.200
H -2.152 -0.464 0.928
H -1.336 0.860 0.121
H -2.792 1.333 2.329
H -1.439 0.607 3.157
H -0.862 2.840 3.323
H 0.017 2.426 1.877
H -2.530 4.041 2.200
H -2.943 4.172 -0.143
H -3.041 2.477 0.346
C -0.637 -0.911 -3.675
C -1.401 -2.125 -4.165
N -2.031 -2.881 -3.055
C -2.056 -2.530 -1.728
C -2.723 -3.508 -1.067
N -3.096 -4.443 -2.004
C -2.665 -4.040 -3.195
C -3.834 -5.682 -1.742
H 0.154 -1.186 -2.977
H -0.173 -0.424 -4.530
H -1.292 -0.181 -3.197
H -0.736 -2.815 -4.683
H -2.194 -1.833 -4.851
H -1.596 -1.623 -1.378
H -2.964 -3.630 -0.026
H -2.809 -4.566 -4.124
H -3.240 -6.536 -2.054
H -4.781 -5.667 -2.276
H -4.024 -5.747 -0.676